#one
Below is a cluster of 2 separate species, C4H3FO in total, with properties calculated with ωB97M-V/def2-TZVPD.

XYZ file:
```
9
Properties=species:S:1:pos:R:3
F -2.398 1.289 0.661
O -1.734 -2.045 0.198
C -2.004 -0.930 0.030
C 1.647 -0.436 1.092
C 1.202 -0.035 0.059
C -2.295 0.304 -0.263
H 0.819 0.319 -0.852
H 2.037 -0.784 2.002
H -2.498 0.618 -1.275
```

Values from the calculation:
structure (SMILES): O=C=CF.C#C
highest occupied orbital energy: -9.31 eV
lowest unoccupied orbital energy: 0.046 eV
total charge: 0

Atomic partial charges in e from the Mulliken method, atoms 1 to 2: -0.24 -0.31

#two
Below is an isolated molecule of C4H3FO, with properties calculated with ωB97M-V/def2-TZVPD.

XYZ file:
```
9
Properties=species:S:1:pos:R:3
F -1.073 -1.479 0.029
O -0.130 1.869 0.039
C -0.069 0.692 -0.076
C 2.249 -0.591 -0.010
C 1.197 0.000 0.021
C -1.370 -0.047 -0.034
H -1.965 0.318 0.876
H 3.223 -1.022 -0.007
H -2.062 0.260 -0.838
```

Values from the calculation:
structure (SMILES): C#CC(=O)CF
highest occupied orbital energy: -10.74 eV
lowest unoccupied orbital energy: -0.046 eV
total charge: 0

Atomic partial charges in e from the Mulliken method, atoms 1 to 2: -0.30 -0.45

#three
Below is a structure of composition C4H3FO, with properties calculated with ωB97M-V/def2-TZVPD.

XYZ file:
```
9
Properties=species:S:1:pos:R:3
F -2.252 -0.218 0.012
O 2.243 -0.337 0.034
C -0.067 -1.131 -0.017
C 1.040 -0.159 0.002
C 0.006 1.023 -0.009
C -0.922 -0.134 0.100
H -0.116 1.661 0.888
H 0.007 1.506 -0.897
H 0.061 -2.212 -0.113
```

Values from the calculation:
highest occupied orbital energy: -9.92 eV
lowest unoccupied orbital energy: 0.596 eV
total charge: 0

Atomic partial charges in e from the Mulliken method, atoms 1 to 2: -0.28 -0.58

What should be chosen as the least stable of them? Choose #one.

#one
Below is an isolated molecule of C4H3NO, with properties calculated with ωB97M-V/def2-TZVPD.

XYZ file:
```
9
Properties=species:S:1:pos:R:3
O 2.545 -0.166 0.237
N 0.463 -1.272 -0.245
C -0.755 -1.072 0.057
C -0.968 0.517 0.130
C 0.280 0.974 -0.239
C 1.321 -0.214 -0.288
H -1.963 1.068 0.234
H 0.676 1.917 -0.177
H -1.599 -1.754 0.291
```

Values from the calculation:
structure (SMILES): O=C1C=CC=N1
highest occupied orbital energy: -10.16 eV
lowest unoccupied orbital energy: -1.632 eV
total charge: 0

Atomic partial charges in e from the Mulliken method, atoms 1 to 2: -0.48 -0.50

#two
Below is an isolated molecule of C4H3NO, with properties calculated with ωB97M-V/def2-TZVPD.

XYZ file:
```
9
Properties=species:S:1:pos:R:3
O -0.644 1.403 -0.173
N -1.714 -1.528 1.136
C -0.264 0.073 -0.359
C -1.018 -0.853 0.507
C 1.594 -0.347 0.963
C 1.270 -0.134 -0.272
H -0.522 1.639 0.761
H -0.548 -0.179 -1.388
H 1.846 -0.074 -1.176
```

Values from the calculation:
highest occupied orbital energy: -11.24 eV
lowest unoccupied orbital energy: -1.138 eV
total charge: 0

Atomic partial charges in e from the Mulliken method, atoms 1 to 2: -0.50 -0.37

#three
Below is an isolated molecule of C4H3NO, with properties calculated with ωB97M-V/def2-TZVPD.

XYZ file:
```
9
Properties=species:S:1:pos:R:3
O 0.286 2.377 0.893
N 0.455 -1.111 2.150
C -0.080 1.104 0.696
C -0.493 0.400 -0.785
C 0.225 0.022 1.661
C 0.053 -0.910 -1.053
H 0.428 -1.630 -0.107
H -0.744 1.075 -1.453
H -0.129 -1.324 -2.002
```

Values from the calculation:
structure (SMILES): C=CC(=O)C#N
highest occupied orbital energy: -10.87 eV
lowest unoccupied orbital energy: -1.607 eV
total charge: 0

Atomic partial charges in e from the Mulliken method, atoms 1 to 2: -0.49 -0.45

What should be chosen as the least stable of them? Choose #two.

#one
Below is an isolated molecule of CH2Cl4Si, with properties calculated with ωB97M-V/def2-TZVPD.

XYZ file:
```
8
Properties=species:S:1:pos:R:3
Cl 2.056 1.128 0.918
Cl 1.405 -1.956 -0.275
Cl 0.995 0.678 -2.306
Cl -1.156 -0.827 1.713
Si 0.733 0.005 -0.330
C -1.039 0.125 0.268
H -1.309 1.155 0.482
H -1.686 -0.310 -0.469
```

Values from the calculation:
structure (SMILES): ClC[Si](Cl)(Cl)Cl
highest occupied orbital energy: -10.98 eV
lowest unoccupied orbital energy: 0.389 eV
total charge: 0

Atomic partial charges in e from the Mulliken method, atoms 1 to 2: -0.25 -0.21

#two
Below is a cluster of 2 separate species, CH2Cl4Si in total, with properties calculated with ωB97M-V/def2-TZVPD.

XYZ file:
```
8
Properties=species:S:1:pos:R:3
Cl -3.102 -1.205 -0.700
Cl -2.615 2.402 -0.213
Cl 0.152 -1.707 -0.280
Cl 3.823 -0.817 0.032
Si -1.355 -0.447 -0.087
C -1.144 1.307 -0.036
H 4.674 -1.289 0.767
H -0.433 1.756 0.518
```

Values from the calculation:
structure (SMILES): ClC=[Si](Cl)Cl.Cl
highest occupied orbital energy: -8.46 eV
lowest unoccupied orbital energy: -0.476 eV
total charge: 0

Atomic partial charges in e from the Mulliken method, atoms 1 to 2: -0.15 -0.20

What should be chosen as the least stable of them? Choose #two.

#one
Below is an isolated molecule of C4H5N, with properties calculated with ωB97M-V/def2-TZVPD.

XYZ file:
```
10
Properties=species:S:1:pos:R:3
N -1.151 -1.799 0.162
C 1.017 0.237 0.513
C 0.424 1.120 -0.513
C -0.754 0.506 -0.737
C -0.504 -0.730 -0.017
H -1.775 0.744 -1.181
H 0.683 2.029 -0.968
H 1.924 -0.137 0.439
H -0.743 -2.495 0.768
H 0.880 0.525 1.535
```

Values from the calculation:
structure (SMILES): [H]/N=C1/C=CC1
highest occupied orbital energy: -9.09 eV
lowest unoccupied orbital energy: 0.859 eV
total charge: 0

Atomic partial charges in e from the Mulliken method, atoms 1 to 2: -0.66 -0.79

#two
Below is an isolated molecule of C4H5N, with properties calculated with ωB97M-V/def2-TZVPD.

XYZ file:
```
10
Properties=species:S:1:pos:R:3
N 2.197 -0.526 0.566
C 1.254 0.036 -0.049
C -0.165 0.221 -0.222
C -1.519 -0.256 0.117
C 0.713 0.861 -1.035
H -2.014 0.608 0.981
H 1.865 -1.045 1.479
H -2.117 -0.402 -0.822
H 1.007 1.579 -1.857
H -1.221 -1.077 0.841
```

Values from the calculation:
structure (SMILES): [H]/N=c1/cc1C
highest occupied orbital energy: -8.63 eV
lowest unoccupied orbital energy: 0.722 eV
total charge: 0

Atomic partial charges in e from the Mulliken method, atoms 1 to 2: -0.69 0.39

What should be chosen as the least stable of them? Choose #two.